Below is the molecule C18H22F3N3O3 in a non-equilibrium geometry, with properties calculated with ωB97M-V/def2-TZVPD.

```
49
Properties=species:S:1:pos:R:3:lowdin_charge:R:1
C 3.935 2.275 0.775 -0.041
H 3.701 2.148 1.829 0.082
H 5.015 2.305 0.660 0.080
H 3.532 3.228 0.445 0.073
C 3.362 1.110 -0.039 -0.388
N 1.950 0.914 0.254 -0.024
C 1.422 -0.138 0.916 -0.425
O 0.225 -0.198 1.144 0.066
C 2.362 -1.255 1.364 -0.087
H 3.068 -0.878 2.106 0.126
C 1.541 -2.404 1.961 -0.090
C 0.571 -2.856 0.935 -0.362
N 0.831 -3.177 -0.291 0.102
N -0.354 -3.405 -0.899 0.105
C -1.273 -3.214 -0.012 -0.344
O -0.750 -2.881 1.187 0.136
C -2.742 -3.174 -0.219 -0.047
C -3.075 -1.726 -0.494 -0.200
C -3.002 -0.800 0.540 0.037
C -3.238 0.539 0.277 -0.114
C -3.545 0.972 -1.008 -0.024
C -3.605 0.048 -2.034 -0.050
C -3.367 -1.292 -1.779 -0.017
H -3.401 -2.008 -2.586 0.117
H -3.829 0.376 -3.037 0.110
H -3.727 2.019 -1.199 0.125
C -3.162 1.562 1.371 -0.576
F -2.890 1.061 2.576 0.153
F -2.220 2.500 1.122 0.125
F -4.316 2.250 1.500 0.136
H -2.743 -1.115 1.539 0.132
H -3.247 -3.523 0.683 0.132
H -3.003 -3.803 -1.068 0.126
H 2.203 -3.223 2.245 0.125
H 0.980 -2.064 2.832 0.129
H 2.905 -1.640 0.500 0.119
C 1.011 1.952 -0.139 -0.121
H 1.555 2.861 -0.388 0.119
H 0.351 2.157 0.711 0.124
C 0.135 1.543 -1.334 -0.232
O -0.716 2.592 -1.722 -0.058
H -1.241 2.852 -0.956 0.063
H 0.751 1.319 -2.207 0.117
H -0.440 0.646 -1.071 0.111
C 3.598 1.303 -1.537 -0.041
H 4.667 1.353 -1.731 0.082
H 3.142 2.221 -1.898 0.079
H 3.184 0.464 -2.091 0.085
H 3.888 0.204 0.265 0.122
```

Output
Electronic energy   -37789.273 eV
Energy above the lowest of the compared OMol25 structures with the same formula, charge and spin   8.55 kJ/mol
HOMO energy   -0.3374 hartree
Kohn-Sham gap   0.3634 Ha
SMILES   CC(C)N(CCO)C(=O)CCc1nnc(Cc2cccc(C(F)(F)F)c2)o1
LUMO energy   0.7 eV
Maximum force   0.0290 Eh/bohr